235
Properties=species:S:1:pos:R:3:mulliken_charge:R:1 method="wB97M-V/def2-TZVPD" gap_ev=9.10 lumo_ev=0.476 charge=0 homo_energy_ev=-8.628
C -0.88 -4.53 2.23 0.372
O -0.08 -3.56 2.21 -0.639
N -1.94 -4.63 1.33 -0.268
N -0.78 -5.54 3.11 -0.383
H -2.65 -5.32 1.54 0.224
H -2.13 -3.85 0.65 -0.089
H -1.47 -6.28 3.17 0.207
H -0.15 -5.40 3.87 0.186
C 3.17 -1.74 -4.63 0.140
O 2.52 -1.49 -3.60 0.329
N 2.95 -2.79 -5.42 -0.468
N 4.18 -0.92 -5.00 -0.334
H 2.11 -3.25 -5.13 0.122
H 3.26 -2.77 -6.37 0.230
H 4.21 -0.04 -4.51 -0.207
H 4.85 -1.07 -5.75 0.201
C -3.14 1.17 0.03 0.011
O -3.08 0.15 0.70 -0.434
N -3.89 2.23 0.54 0.055
N -2.48 1.35 -1.12 1.718
H -4.58 2.01 1.28 0.025
H -3.97 3.11 0.04 -0.032
H -2.48 2.31 -1.38 -0.379
H -1.70 0.75 -1.26 -0.870
C 0.66 1.47 -5.21 -0.156
O 1.29 0.84 -6.02 -0.706
N 0.92 1.39 -3.86 2.555
N -0.25 2.40 -5.59 -0.093
H 1.32 0.45 -3.55 -1.113
H 0.21 1.67 -3.23 -0.866
H -1.01 2.70 -4.95 -0.003
H -0.44 2.29 -6.55 0.338
C 0.45 -1.12 -0.54 -0.597
O 0.09 -0.14 -1.26 0.292
N -0.04 -1.30 0.77 1.413
N 1.28 -2.07 -0.96 0.793
H -0.21 -2.24 1.18 -0.486
H -0.92 -0.72 0.80 -0.704
H 1.78 -1.93 -1.86 -0.438
H 1.52 -2.78 -0.25 -0.205
C -0.18 3.62 -1.53 -0.119
O -0.93 3.33 -2.51 -0.374
N 0.75 2.80 -0.94 1.454
N -0.37 4.82 -0.87 -0.442
H 1.02 3.02 0.02 -0.010
H 0.58 1.76 -1.10 -0.740
H 0.38 5.19 -0.32 0.239
H -0.68 5.59 -1.51 0.312
C 2.37 1.41 1.96 -0.117
C 2.75 2.86 2.16 0.149
C 3.81 3.38 1.20 -0.745
O 4.93 2.47 1.11 -0.319
C 6.15 2.85 0.53 -0.302
N 1.55 3.70 1.88 -0.429
H 3.13 0.75 2.46 0.654
H 2.46 1.08 0.94 -0.553
H 1.37 1.28 2.34 -0.160
H 3.08 2.92 3.19 0.445
H 4.11 4.42 1.62 0.435
H 3.32 3.54 0.19 0.086
H 6.18 2.61 -0.53 -0.114
H 6.97 2.22 0.91 0.143
H 6.33 3.91 0.71 0.431
H 1.67 4.71 2.03 0.280
H 0.75 3.29 2.35 -0.011
C 5.73 -4.94 -1.85 -1.918
C 4.65 -3.92 -1.45 1.164
C 4.27 -4.19 0.01 -1.508
O 3.22 -3.38 0.51 0.016
C 3.67 -2.25 1.28 0.916
N 5.14 -2.55 -1.70 0.180
H 6.14 -4.88 -2.85 0.448
H 5.36 -5.93 -1.73 0.491
H 6.61 -4.84 -1.23 0.404
H 3.78 -4.09 -2.08 -0.033
H 5.20 -4.11 0.54 0.522
H 3.89 -5.23 0.04 0.392
H 3.96 -1.43 0.58 -0.271
H 4.44 -2.48 2.03 0.677
H 2.75 -1.95 1.82 -1.205
H 4.42 -1.81 -1.74 -0.731
H 5.41 -2.57 -2.68 0.392
C -4.76 -3.29 -1.14 -1.717
C -3.59 -2.66 -1.82 -0.055
C -3.90 -1.24 -2.26 0.449
O -4.64 -1.18 -3.50 -0.484
C -4.97 0.14 -3.81 -0.457
N -2.41 -2.58 -0.93 -0.188
H -4.90 -2.57 -0.31 0.230
H -4.55 -4.27 -0.75 0.415
H -5.56 -3.37 -1.88 0.389
H -3.29 -3.27 -2.64 0.356
H -3.00 -0.65 -2.51 -0.325
H -4.37 -0.72 -1.47 0.630
H -4.09 0.78 -4.13 -0.143
H -5.46 0.62 -2.97 0.354
H -5.66 0.13 -4.72 0.315
H -1.54 -2.26 -1.35 -0.328
H -2.53 -1.84 -0.19 0.439
C -0.53 1.00 7.58 -1.620
C -0.46 0.79 5.98 2.531
C -0.18 2.20 5.36 -1.710
O -0.29 2.14 3.93 0.033
C -1.59 2.30 3.38 0.248
N 0.65 -0.09 5.66 -0.158
H -0.45 0.04 8.09 0.376
H -1.46 1.60 7.85 0.341
H 0.27 1.67 7.89 0.409
H -1.50 0.46 5.65 -1.186
H 0.80 2.49 5.63 0.443
H -0.85 2.96 5.75 0.410
H -1.58 2.21 2.30 -0.379
H -2.14 3.24 3.62 0.385
H -2.11 1.37 3.73 -0.177
H 0.40 -1.09 5.71 -0.166
H 1.00 0.09 4.72 0.089
C -3.66 -0.58 7.43 -1.237
C -4.35 -1.68 6.64 0.683
C -3.63 -2.00 5.35 -0.421
O -3.58 -0.86 4.57 -0.035
C -2.75 -1.18 3.41 0.246
N -4.31 -2.94 7.45 -0.649
H -4.23 -0.26 8.31 0.508
H -3.37 0.28 6.77 0.018
H -2.62 -0.90 7.80 0.227
H -5.40 -1.40 6.39 0.133
H -4.05 -2.82 4.75 0.603
H -2.63 -2.27 5.66 -0.391
H -2.75 -2.22 3.08 0.584
H -1.71 -1.10 3.74 0.199
H -2.93 -0.53 2.55 -0.618
H -4.81 -2.82 8.29 0.251
H -4.86 -3.62 6.89 0.262
C 2.88 -2.37 4.51 -0.809
C 2.41 -3.72 4.99 0.018
C 1.08 -3.50 5.55 0.294
O 0.43 -4.69 6.00 -0.471
C -0.77 -4.51 6.67 -0.723
N 2.38 -4.72 3.89 -0.525
H 3.92 -2.31 4.20 0.531
H 2.80 -1.50 5.27 0.400
H 2.26 -2.02 3.66 -0.237
H 3.07 -4.08 5.77 0.447
H 0.48 -2.89 4.80 -0.537
H 1.25 -2.84 6.48 0.737
H -0.98 -5.50 7.08 0.371
H -1.66 -4.20 6.09 0.172
H -0.72 -3.82 7.51 0.342
H 3.26 -4.93 3.43 0.368
H 1.77 -4.29 3.18 -0.287
C -7.66 2.96 1.51 -1.125
C -7.30 2.28 2.74 0.587
C -7.70 0.75 2.74 -0.918
O -7.70 0.31 4.12 -0.309
C -8.41 -0.93 4.14 -0.703
N -5.83 2.33 2.99 -0.539
H -8.72 2.79 1.24 0.404
H -7.08 2.52 0.64 -0.023
H -7.37 4.06 1.46 0.369
H -7.87 2.78 3.57 0.227
H -6.92 0.17 2.31 0.300
H -8.62 0.57 2.21 0.481
H -9.27 -0.88 3.47 0.356
H -8.66 -1.03 5.18 0.261
H -7.66 -1.73 3.89 0.199
H -5.68 3.31 3.26 0.233
H -5.63 1.75 3.82 0.132
C -1.96 -0.15 -5.98 -0.530
C -1.08 -1.37 -6.20 0.188
C -0.98 -2.06 -4.87 0.237
O -0.27 -3.33 -5.00 -0.586
C -0.32 -3.88 -3.73 -0.444
N -1.68 -2.24 -7.24 -0.840
H -1.92 0.51 -6.87 0.273
H -1.46 0.32 -5.15 -0.542
H -2.96 -0.51 -5.74 0.495
H -0.11 -1.08 -6.63 0.154
H -1.95 -2.31 -4.48 0.248
H -0.48 -1.42 -4.10 -0.182
H -1.36 -4.07 -3.48 0.256
H 0.16 -3.12 -3.10 0.107
H 0.23 -4.79 -3.71 0.362
H -2.63 -2.53 -7.00 0.312
H -1.12 -3.06 -7.12 0.346
C 9.47 -0.10 -0.25 -1.336
C 7.95 0.00 -0.72 0.487
C 7.83 -0.52 -2.19 0.039
O 8.63 0.36 -2.96 -0.408
C 8.28 0.44 -4.32 -0.509
N 7.07 -0.69 0.28 -0.367
H 9.66 0.51 0.63 0.353
H 10.13 0.16 -1.13 0.273
H 9.67 -1.20 -0.02 0.298
H 7.69 1.04 -0.81 -0.224
H 6.78 -0.46 -2.48 -0.226
H 8.22 -1.51 -2.38 0.526
H 8.56 -0.58 -4.79 0.257
H 8.86 1.18 -4.80 0.296
H 7.22 0.62 -4.50 0.049
H 7.29 -1.68 0.28 0.371
H 6.10 -0.59 0.02 0.089
C 3.90 3.87 -5.50 -1.739
C 3.64 3.63 -3.97 2.793
C 4.81 2.98 -3.23 -1.845
O 4.65 1.58 -2.92 0.741
C 3.73 1.29 -1.86 2.078
N 3.02 4.80 -3.27 -0.565
H 4.27 2.95 -6.00 0.322
H 4.54 4.72 -5.74 0.421
H 2.94 4.09 -5.97 0.364
H 2.84 2.90 -3.95 -1.604
H 4.84 3.54 -2.32 0.462
H 5.74 2.99 -3.73 0.476
H 3.35 0.22 -1.92 -0.913
H 2.82 1.88 -2.03 -0.427
H 4.21 1.58 -0.93 -0.735
H 3.42 5.70 -3.44 0.230
H 2.05 4.97 -3.47 0.231
C -6.03 3.66 -1.92 -1.847
C -4.74 4.14 -2.56 2.072
C -5.01 5.27 -3.55 -1.015
O -3.84 5.85 -4.10 -0.400
C -3.36 5.07 -5.18 -0.382
N -3.75 4.56 -1.61 -0.444
H -5.87 2.70 -1.50 0.228
H -6.76 3.47 -2.70 0.536
H -6.47 4.30 -1.15 0.321
H -4.30 3.32 -3.17 -0.933
H -5.48 6.10 -3.02 0.335
H -5.62 4.96 -4.36 0.451
H -2.44 5.57 -5.49 0.256
H -4.07 5.09 -6.01 0.362
H -3.16 4.00 -4.80 0.009
H -4.12 5.39 -1.19 0.293
H -2.83 4.76 -2.09 0.039

88
Properties=species:S:1:pos:R:3:lowdin_spin:R:1 method="wB97M-V/def2-TZVPD" multiplicity=5 gap_ev="4.57 / 4.66" s2=6.315 lumo_ev="-1.243 / -3.086" charge=0 homo_energy_ev="-5.815 / -7.744"
Mn -0.06 -0.27 0.23 2.130
I -9.58 -0.49 -2.43 0.000
C -7.59 -0.49 -1.65 0.000
C -7.11 -1.41 -0.75 0.000
C -5.79 -1.48 -0.40 0.000
C -4.89 -0.50 -0.86 0.003
C -5.40 0.42 -1.84 0.001
C -6.74 0.41 -2.32 0.001
C -3.39 -0.49 -0.48 0.053
C -2.56 -1.28 -1.31 0.099
C -2.80 -2.13 -2.48 0.098
C -1.62 -2.35 -3.08 0.068
C -0.60 -1.83 -2.23 0.171
C 0.85 -2.20 -2.37 0.159
C 1.29 -2.53 -3.70 0.016
C 1.92 -3.70 -4.00 0.011
C 2.26 -4.03 -5.29 -0.002
C 2.03 -3.11 -6.35 0.011
I 2.89 -3.49 -8.22 0.002
C 1.48 -1.87 -6.11 0.000
C 1.04 -1.64 -4.77 0.016
C 1.67 -2.08 -1.33 0.017
N 1.42 -1.60 -0.11 0.098
C 2.51 -1.79 0.69 0.124
C 2.69 -1.37 2.01 0.100
C 3.85 -1.98 2.73 0.009
C 5.09 -1.31 2.66 0.002
C 6.18 -1.88 3.40 0.003
C 6.07 -3.09 3.98 0.000
I 7.58 -3.87 5.25 0.000
C 4.85 -3.85 3.94 0.003
C 3.71 -3.26 3.32 0.003
C 1.93 -0.40 2.60 0.089
C 2.22 0.22 3.83 0.087
C 1.38 1.27 3.93 0.084
C 0.49 1.25 2.81 0.143
N 0.80 0.18 2.01 0.024
C -0.63 2.05 2.56 0.183
C -1.69 1.62 1.75 0.009
C -2.98 2.25 1.69 0.062
C -3.81 1.42 1.01 -0.026
C -2.96 0.46 0.41 0.094
N -1.70 0.58 0.85 0.056
C -0.83 3.33 3.28 0.019
C -0.23 4.49 2.62 0.009
C -0.48 5.76 3.18 0.002
C -1.30 5.88 4.30 0.001
I -1.73 7.76 5.09 0.000
C -1.74 4.79 4.96 0.001
C -1.55 3.53 4.47 0.005
C 3.59 -2.39 -0.16 -0.014
C 3.09 -2.48 -1.38 0.043
N -1.18 -1.25 -1.15 -0.006
H -7.75 -2.00 -0.13 0.000
H -5.50 -2.15 0.37 0.000
H -4.72 1.18 -2.18 0.000
H -7.14 1.13 -3.01 0.000
H -3.74 -2.38 -2.84 0.005
H -1.37 -2.83 -4.07 0.001
H 2.13 -4.45 -3.22 0.000
H 2.86 -4.94 -5.52 0.000
H 1.34 -1.19 -6.95 0.000
H 0.70 -0.61 -4.64 0.001
H 5.16 -0.38 2.17 0.000
H 7.08 -1.33 3.49 0.000
H 4.72 -4.80 4.47 0.000
H 2.75 -3.80 3.37 0.000
H 3.00 -0.11 4.47 0.003
H 1.37 2.06 4.69 0.003
H -3.37 3.04 2.32 0.004
H -4.93 1.53 1.02 -0.002
H 0.37 4.36 1.72 0.001
H -0.20 6.69 2.69 0.000
H -2.25 4.83 5.94 0.000
H -1.91 2.69 5.03 0.000
H 4.60 -2.58 0.28 -0.002
H 3.61 -2.70 -2.26 0.003
F 2.59 1.49 0.04 0.000
C 1.82 1.93 -1.01 -0.004
C 0.59 1.33 -1.10 -0.071
C -0.24 1.87 -2.01 -0.002
F -1.46 1.34 -2.25 0.001
C 0.06 2.97 -2.79 -0.003
F -0.85 3.52 -3.61 -0.002
C 1.29 3.50 -2.64 0.010
F 1.72 4.55 -3.36 0.003
C 2.22 2.98 -1.74 -0.003
F 3.43 3.50 -1.53 -0.002

96
Properties=species:S:1:pos:R:3:lowdin_spin:R:1 method="wB97M-V/def2-TZVPD" multiplicity=3 gap_ev="4.57 / 5.75" s2=2.066 lumo_ev="1.593 / 1.195" charge=-1 homo_energy_ev="-2.975 / -4.557"
Ti 0.34 0.26 0.08 0.956
Cl -3.33 -6.34 5.87 0.001
C -2.75 -5.12 4.77 0.004
C -1.72 -4.28 5.16 0.000
C -1.27 -3.31 4.27 0.006
C -1.83 -3.16 3.01 0.009
C -2.87 -4.02 2.65 0.006
C -3.34 -4.99 3.52 0.000
C -1.35 -2.12 2.06 0.094
C -0.80 -2.59 0.83 0.049
C -0.54 -3.95 0.53 0.069
C -0.03 -3.98 -0.76 0.064
C -0.02 -2.64 -1.22 0.051
C 0.29 -2.22 -2.54 0.094
C 0.57 -3.29 -3.54 0.009
C 1.82 -3.37 -4.17 0.007
C 2.09 -4.35 -5.11 0.000
C 1.10 -5.27 -5.43 0.004
Cl 1.43 -6.51 -6.61 0.001
C -0.14 -5.22 -4.81 0.000
C -0.39 -4.24 -3.88 0.005
C 0.28 -0.92 -2.96 -0.003
N 0.16 0.21 -2.16 0.071
C 0.23 1.29 -3.01 0.032
C 0.14 2.62 -2.67 0.036
C 0.34 3.64 -3.74 0.003
C 1.61 3.91 -4.23 0.002
C 1.81 4.84 -5.23 0.001
C 0.72 5.52 -5.75 0.000
Cl 0.95 6.69 -7.01 0.000
C -0.56 5.28 -5.27 0.001
C -0.74 4.34 -4.27 0.000
C -0.19 3.07 -1.38 0.066
C -0.42 4.44 -1.05 0.065
C -0.82 4.46 0.26 0.066
C -0.82 3.12 0.71 0.068
N -0.43 2.27 -0.29 -0.008
C -1.23 2.72 2.00 0.035
C -1.36 1.41 2.41 0.042
C -1.98 1.01 3.65 -0.018
C -2.07 -0.33 3.64 0.015
C -1.47 -0.80 2.40 0.001
N -1.02 0.29 1.68 0.067
C -1.61 3.80 2.95 0.002
C -2.95 4.07 3.24 0.001
C -3.30 5.09 4.11 0.001
C -2.31 5.85 4.69 0.000
Cl -2.74 7.13 5.79 0.000
C -0.97 5.61 4.42 0.001
C -0.63 4.59 3.55 0.000
C 0.41 0.83 -4.38 -0.021
C 0.43 -0.51 -4.35 0.009
N -0.44 -1.79 -0.22 0.009
H -1.27 -4.40 6.14 0.000
H -0.45 -2.66 4.57 0.000
H -3.32 -3.91 1.67 0.000
H -4.15 -5.65 3.24 0.000
H -0.71 -4.79 1.18 0.003
H 0.27 -4.85 -1.32 0.002
H 2.58 -2.64 -3.92 0.000
H 3.05 -4.41 -5.60 0.000
H -0.90 -5.95 -5.08 0.000
H -1.36 -4.19 -3.39 0.000
H 2.46 3.38 -3.81 0.000
H 2.80 5.06 -5.61 0.000
H -1.40 5.82 -5.69 0.000
H -1.73 4.14 -3.89 0.000
H -0.30 5.28 -1.71 0.002
H -1.08 5.32 0.85 0.002
H -2.32 1.69 4.42 -0.001
H -2.52 -0.97 4.39 0.001
H -3.72 3.47 2.77 0.000
H -4.34 5.30 4.33 0.000
H -0.21 6.22 4.89 0.000
H 0.41 4.39 3.32 0.000
H 0.47 1.48 -5.24 -0.002
H 0.50 -1.19 -5.18 0.001
O 2.45 -0.13 -0.92 0.016
C 3.05 -1.39 -0.64 0.002
C 2.72 -1.79 0.77 0.002
C 3.44 -2.79 1.40 0.001
C 3.19 -3.05 2.74 0.001
C 2.25 -2.28 3.40 0.000
C 1.55 -1.32 2.69 0.003
N 1.76 -1.10 1.38 -0.001
H 1.97 -0.16 -1.76 0.001
H 4.13 -1.29 -0.73 0.000
H 2.69 -2.15 -1.34 0.001
H 4.21 -3.32 0.86 0.000
H 3.75 -3.82 3.26 0.000
H 2.05 -2.42 4.45 0.000
H 0.83 -0.68 3.17 0.000
Cl 1.96 1.93 3.65 -0.003
Si 2.23 1.82 1.52 -0.005
Cl 4.24 1.10 1.49 -0.003
Cl 2.55 3.86 1.06 -0.001

Record order is preserved below.
DFT total energy: -4530.53351, -4979.75820, -6633.72021 Eh
Record order is preserved below.
Relative energy (zero: lowest compared OMol25 entry of this formula, charge and spin): 0.0, 210.8, 12.5 kJ/mol